(1)
Density functional theory data (ωB97M-V with the def2-TZVPD basis set) for a structure of composition C21H14F7N6O10RhS2 at a distorted geometry.

* multiplicity: 1
* energy above the lowest of the compared OMol25 structures with the same formula, charge and spin: 242.15 kJ/mol
* E_tot: -3495.54924 Ha

Cartesian coordinates (Å):
1 Rh 0.0631 0.1128 -0.3540
2 O 3.3947 -0.6660 3.8162
3 C 4.2205 -0.4459 2.8007
4 C 5.5976 -0.4698 3.0647
5 C 6.5129 -0.2836 2.0531
6 C 6.0826 -0.0752 0.7417
7 C 4.7317 -0.0161 0.4637
8 C 3.7839 -0.1866 1.4757
9 C 2.3788 -0.0915 1.1338
10 O 2.0218 0.1484 -0.0878
11 N 1.4451 -0.2432 2.0717
12 N 0.2349 -0.0491 1.6211
13 C -0.8993 -0.4713 2.2377
14 C -2.0124 -0.5868 1.4162
15 C -3.2955 -1.0343 1.8294
16 C -4.2843 -1.1962 0.9012
17 C -4.0289 -0.8923 -0.4466
18 C -2.7734 -0.4385 -0.8053
19 N -1.8048 -0.2785 0.0797
20 H 2.4664 -0.6865 3.5004
21 H 5.9086 -0.6433 4.0823
22 H 7.5687 -0.2985 2.2763
23 H 6.8057 0.0427 -0.0506
24 H 4.3802 0.1512 -0.5433
25 H -0.8712 -0.7445 3.2831
26 H -3.4477 -1.2564 2.8734
27 H -5.2563 -1.5598 1.1932
28 H -4.7897 -1.0247 -1.1971
29 H -2.5229 -0.2026 -1.8333
30 F 2.7754 5.0634 1.4484
31 C 2.3601 4.8649 0.1896
32 C 1.0401 4.7823 -0.0751
33 N 0.5721 4.6011 -1.3368
34 C -0.8037 4.2246 -1.5366
35 C -0.9951 2.7880 -0.9439
36 O -1.7583 2.6037 -0.0141
37 O -0.2504 1.9194 -1.4869
38 C 1.4350 4.5576 -2.4329
39 O 1.0363 4.4936 -3.5653
40 N 2.7698 4.6297 -2.1100
41 C 3.3700 4.7283 -0.8579
42 O 4.5663 4.7017 -0.7223
43 H 0.3025 4.8679 0.7114
44 H -0.9889 4.1984 -2.6124
45 H -1.4785 4.9144 -1.0267
46 H 3.4077 4.5564 -2.8965
47 F 2.6111 -3.8158 -2.3464
48 C 2.3016 -2.7280 -1.6508
49 F 3.0024 -2.7177 -0.5234
50 F 2.6959 -1.6681 -2.3632
51 S 0.4342 -2.6345 -1.3234
52 O 0.3401 -2.2485 0.0769
53 O -0.0359 -1.5973 -2.2143
54 N -0.1752 -4.0279 -1.6061
55 S 0.0435 -4.9854 -0.3231
56 O -1.0524 -4.9679 0.5867
57 O 1.3717 -4.8621 0.1830
58 C -0.0051 -6.6373 -1.2151
59 F 0.1667 -7.6527 -0.3690
60 F -1.1572 -6.8298 -1.8496
61 F 0.9768 -6.6774 -2.1091

Löwdin atomic charge list, values in e, 4 entries: 1.336, 0.084, -0.254, -0.002

---

(2)
Density functional theory data (ωB97M-V with the def2-TZVPD basis set) for a cluster of 2 separate species, C4H12 in total at a distorted geometry.

* multiplicity: 1
* energy above the lowest of the compared OMol25 structures with the same formula, charge and spin: 7.78 kJ/mol
* SMILES string: CC.CC
* E_tot: -159.58201 Ha

Cartesian coordinates (Å):
1 C -0.6469 0.7158 -2.4326
2 C 0.3176 -0.4172 -2.0870
3 H -0.1460 1.4231 -3.0845
4 H -1.5061 0.3348 -2.9841
5 H -1.0427 1.2362 -1.5662
6 H 1.1229 -0.0759 -1.4447
7 H 0.7860 -0.7601 -3.0086
8 H -0.1759 -1.2472 -1.5863
9 C 0.3455 -0.3700 2.9582
10 C -0.0541 0.1271 1.5640
11 H 0.9237 0.3713 3.5103
12 H -0.5060 -0.6922 3.5597
13 H 0.9917 -1.2474 2.9007
14 H -0.5951 1.0598 1.6330
15 H 0.8510 0.1822 0.9708
16 H -0.6657 -0.6402 1.0972

Löwdin atomic charge list, values in e, 4 entries: -0.166, -0.176, 0.058, 0.061

---

(3)
Density functional theory data (ωB97M-V with the def2-TZVPD basis set) for a structure of composition C9H54NO19Pd at a distorted geometry.

* multiplicity: 3
* net charge: +1
* energy above the lowest of the compared OMol25 structures with the same formula, charge and spin: 0.00 kJ/mol
* E_tot: -1987.15756 Ha
* expectation value of S²: 2.007

Cartesian coordinates (Å):
1 Pd 3.2452 0.3006 1.7290
2 C 0.7140 0.8686 -2.8384
3 C 0.5652 1.3197 -1.3632
4 C -0.9228 1.7601 -1.2188
5 C -2.0068 0.7156 -0.9275
6 C -1.5808 -0.3353 0.0640
7 C -0.1833 -0.8961 -0.0831
8 N 0.8215 0.2396 -0.3384
9 O 2.1645 -0.1603 -0.3080
10 C -0.1889 -1.9744 -1.1577
11 C 0.1372 -1.6125 1.2109
12 C 1.4032 2.5659 -1.2454
13 H 0.4240 1.6027 -3.5924
14 H -0.0107 0.1133 -3.1556
15 H 1.7031 0.4757 -3.0737
16 H -1.2347 2.2117 -2.1610
17 H -0.9357 2.5610 -0.4777
18 H -2.3733 0.2276 -1.8318
19 H -2.8585 1.2083 -0.4575
20 H -2.3527 -1.1057 0.1056
21 H -1.6746 0.1033 1.0620
22 H -0.7843 -2.8636 -0.9527
23 H 0.8204 -2.3179 -1.3889
24 H -0.5675 -1.5265 -2.0771
25 H -0.5753 -2.3891 1.4882
26 H 0.3186 -0.8794 1.9985
27 H 1.0483 -2.1996 1.0754
28 H 1.0400 3.4239 -1.8051
29 H 2.4196 2.3412 -1.5713
30 H 1.4477 2.6778 -0.1594
31 O 3.1660 -1.4643 2.9975
32 H 2.8482 -2.3826 2.9073
33 H 2.8539 -1.1843 3.8623
34 O -4.9694 -0.8196 -3.0394
35 H -4.7080 0.0868 -2.8595
36 H -5.9053 -0.8483 -2.8216
37 O 0.2635 4.9340 0.5306
38 H 0.2110 5.2995 1.4185
39 H -0.0233 4.0222 0.6272
40 O -1.2073 -3.6988 3.9350
41 H -1.5817 -4.5417 4.2126
42 H -0.9112 -3.2866 4.7529
43 O 4.0562 0.7161 -4.5306
44 H 4.5665 0.4804 -5.3105
45 H 3.7529 1.6115 -4.7026
46 O 0.0991 4.8928 -4.0924
47 H -0.6310 4.2676 -4.0875
48 H 0.4584 4.8391 -4.9824
49 O 3.1992 -2.9065 -1.2674
50 H 2.8848 -1.9974 -1.2377
51 H 2.4965 -3.4181 -0.8613
52 O 0.3455 6.3240 -1.7487
53 H 0.4233 5.6627 -2.4482
54 H 0.5458 5.8462 -0.9297
55 O -2.0008 -5.3499 1.8796
56 H -1.5936 -4.6785 2.4396
57 H -2.0815 -6.1226 2.4458
58 O -5.8283 -1.3461 1.2057
59 H -5.9776 -0.6155 1.8127
60 H -4.8733 -1.3973 1.1202
61 O 4.0766 1.9931 0.6113
62 H 4.4638 2.8442 0.8357
63 H 4.2050 1.9075 -0.3388
64 O -1.3432 -0.2523 4.0739
65 H -0.9382 -1.0529 3.7270
66 H -2.2128 -0.5322 4.3781
67 O 1.7251 -1.7845 -4.8885
68 H 1.1538 -1.1202 -5.2819
69 H 2.1243 -1.3434 -4.1341
70 O -1.1509 2.0991 2.6122
71 H -1.1069 2.8505 3.2135
72 H -1.2036 1.3232 3.1950
73 O 1.9097 -3.8565 3.0532
74 H 1.0318 -3.6529 3.3873
75 H 1.7640 -4.5469 2.3935
76 O 0.8034 -5.0816 0.5520
77 H 0.6734 -4.5519 -0.2388
78 H 0.4262 -5.9387 0.3327
79 O -3.7950 2.5458 2.0415
80 H -3.9502 2.4473 1.0991
81 H -2.8506 2.3595 2.1571
82 O 1.7768 1.2797 2.9667
83 H 0.8979 1.1610 2.5915
84 H 1.6187 1.5221 3.8842

Löwdin atomic charge list, values in e, 4 entries: 0.782, -0.027, -0.454, -0.104

---

(4)
Density functional theory data (ωB97M-V with the def2-TZVPD basis set) for a structure of composition C17H21FeN2O3 at a distorted geometry.

* multiplicity: 5
* net charge: +1
* energy above the lowest of the compared OMol25 structures with the same formula, charge and spin: 0.00 kJ/mol
* E_tot: -2258.90989 Ha
* expectation value of S²: 6.067

Cartesian coordinates (Å):
1 O 0.9788 -2.5735 1.3107
2 C 0.8371 -1.4634 0.9905
3 Fe 0.5906 0.2283 0.5635
4 C 1.7815 0.8352 1.7638
5 O 2.7021 0.8861 2.4723
6 C 1.7726 0.0891 -0.7209
7 O 2.7694 -0.1416 -1.2769
8 C -2.0344 -0.1108 2.0169
9 C -2.2347 -0.9281 0.7082
10 C -1.1170 -0.6098 -0.2647
11 C -0.9669 0.7591 -0.6704
12 C -0.9689 1.6563 0.4338
13 C -1.1408 1.0898 1.7107
14 H -1.4655 -0.7243 2.7295
15 H -2.2465 -2.0007 0.9608
16 H -3.2205 -0.7170 0.2634
17 H -0.9410 -1.3892 -1.0193
18 H -0.7725 1.0750 -1.7052
19 H -0.7373 2.7203 0.3200
20 H -0.9518 1.7126 2.5959
21 C -2.4886 -2.5780 3.7997
22 C -2.9497 -1.4862 4.7611
23 C -4.0542 -2.0890 5.6165
24 C -1.8125 -1.0103 5.6530
25 N -3.5251 -0.3032 4.0404
26 C -3.2715 0.1476 2.8036
27 N -4.2956 0.9498 2.4617
28 C -4.6757 1.4030 1.1333
29 C -5.0806 1.1850 3.5758
30 C -4.5664 0.4495 4.5737
31 H -1.6195 -2.3183 3.1813
32 H -2.1714 -3.4340 4.4140
33 H -3.3213 -2.8999 3.1595
34 H -4.3939 -1.4030 6.3979
35 H -4.9006 -2.3897 4.9882
36 H -3.6571 -2.9831 6.1083
37 H -2.1950 -0.3033 6.4009
38 H -1.4058 -1.8839 6.1839
39 H -1.0038 -0.5371 5.0804
40 H -4.4532 0.6525 0.3692
41 H -5.7561 1.5540 1.1590
42 H -4.1866 2.3415 0.8655
43 H -5.9356 1.8458 3.5526
44 H -4.9338 0.3141 5.5666

Löwdin atomic charge list, values in e, 4 entries: 0.169, -0.133, 0.248, -0.074